This record from OMol25 describes one molecule with the formula CHClN2 in a non-equilibrium geometry. The level of theory is ωB97M-V with the def2-TZVPD basis set.

Calculated values
Gap between HOMO and LUMO = 9.965 eV
E = -608.3298 a.u.
Relative energy (zero: lowest compared OMol25 entry of this formula, charge and spin) = 1.1 kcal/mol
LUMO level = -0.3 eV
Structure (SMILES) = N#CNCl
E_HOMO = -10.289 eV

Positions of all 5 atoms, in Å:
Cl -0.21014 -1.69992 0.94435
N 0.44514 -0.28173 0.24324
N -1.01188 1.15889 -1.33849
C -0.31107 0.56664 -0.65712
H 1.08794 0.25613 0.80802

So, what does the Mulliken scheme give us? The charges, in e, come out as: -0.0177, -0.2575, -0.3091, 0.2890, 0.2953

=====

This record from OMol25 describes one molecule with the formula C4H9N in a non-equilibrium geometry. The level of theory is ωB97M-V with the def2-TZVPD basis set.

Calculated values
Gap between HOMO and LUMO = 9.235 eV
E = -212.4818 a.u.
Relative energy (zero: lowest compared OMol25 entry of this formula, charge and spin) = 43.5 kcal/mol
LUMO level = 1.1 eV
Structure (SMILES) = C=C(N)CC
E_HOMO = -8.180 eV

Positions of all 14 atoms, in Å:
N -1.51204 0.58234 0.01254
C -0.92476 -1.73829 -0.28827
C 0.64713 0.00303 0.65823
C -0.56099 -0.46718 -0.08728
C 1.58595 0.84151 -0.20417
H 1.11468 1.78668 -0.49648
H -2.11194 0.63683 -0.80980
H -0.09251 0.83942 1.21023
H -0.19988 -2.53863 -0.19174
H 1.88571 0.32034 -1.12129
H 2.49140 1.09121 0.35659
H -1.92106 -2.00019 -0.62616
H 1.19227 -0.83385 1.10471
H -1.59394 1.47677 0.48289

Here are the Mulliken charges for atoms 1 to 5, given in e: -0.5210, -0.9267, -0.3396, 0.5772, -1.0468

=====

This record from OMol25 describes C3HBr2O2 as an isolated structure in a non-equilibrium geometry. The level of theory is ωB97M-V with the def2-TZVPD basis set.

Calculated values
Gap between HOMO and LUMO = 8.145 eV
E = -5413.4533 a.u.
Net charge = -1
Relative energy (zero: lowest compared OMol25 entry of this formula, charge and spin) = 17.7 kcal/mol
LUMO level = 3.2 eV
E_HOMO = -4.951 eV

Positions of all 8 atoms, in Å:
Br -0.87456 -3.10384 0.07883
Br -2.08094 0.29297 0.83462
O 1.65077 1.50069 -0.68390
O 0.19710 2.36104 0.77746
C 0.69243 1.58786 0.02621
C 0.05631 -1.14338 -0.22262
C -0.41714 0.02486 0.06307
H 0.77603 -1.52019 -0.87367

Here are the Mulliken charges for atoms 1 to 5, given in e: -0.3917, -0.1298, -0.5921, -0.5438, 0.6997

=====

This record from OMol25 describes a 11-piece molecular cluster, C27H61BNO17P overall in a non-equilibrium geometry. The level of theory is ωB97M-V with the def2-TZVPD basis set.

Calculated values
Gap between HOMO and LUMO = 8.484 eV
E = -2765.2925 a.u.
LUMO level = -1.0 eV
Structure (SMILES) = CCCOCC1=C(c2ccccn2)C(=O)C(CP(=O)(O)O)=C(B(C)O)C1=O.CO.CO.CO.CO.CO.CO.CO.CO.CO.CO
E_HOMO = -9.437 eV

Positions of all 108 atoms, in Å:
P -3.54874 -1.17787 2.02496
O -1.81775 -3.78304 4.48931
O -3.78085 -0.02990 3.22909
O 0.86433 -2.45319 -1.33871
O -4.58574 -0.88490 0.78369
O -0.35206 5.43160 5.78568
O -3.91085 -2.51142 2.63684
O 5.18610 2.56140 0.86258
O 5.04080 -1.86052 1.44726
O -0.80193 0.12943 -3.24212
O -2.76159 1.67063 0.95773
O -1.98426 6.15241 -2.69616
O 1.88475 1.89605 -2.56148
O -6.83469 -1.33218 2.54442
O -2.01406 -2.40132 -5.93034
O -4.48478 -3.64033 -5.27484
O 9.06086 1.85553 0.92599
O 0.87750 -6.20890 -1.44163
N -0.64266 4.73476 -0.47685
C -1.16870 -3.53743 -5.79278
C 2.86984 0.02087 0.08336
C -0.37709 5.87476 0.19450
C 0.68295 2.70479 -2.38238
C -1.48728 -0.29079 0.21260
C 8.96295 1.04257 -0.23853
C -1.76576 -1.18559 1.43608
C 5.94588 3.68438 0.42734
C -1.90646 -5.19692 4.40501
C 2.73990 2.16178 -1.43746
C -1.75757 5.66413 5.76239
C 0.01345 4.87105 2.43397
C 0.33338 -7.41068 -0.90946
C -0.95514 -0.65939 -0.97740
C -0.84566 2.22548 -0.37457
C -7.37415 -2.53132 3.08397
C -0.29049 3.65810 1.67937
C -0.29998 1.82805 -1.56309
C -0.02881 6.07985 1.58177
C -0.58782 3.60145 0.26527
C -5.85002 -3.26509 -5.16909
C -1.80949 1.23557 0.35807
C 3.52836 0.81821 -1.09874
C -2.02836 5.33742 -3.85599
C -0.71230 0.40624 -2.07060
C -1.58598 -3.34590 -1.50303
C 5.86120 -3.01322 1.58946
B -0.52802 -2.17805 -1.26609
H 8.42441 1.59674 -1.00519
H 5.33904 2.46349 1.80856
H 7.00700 3.50912 0.62042
H -2.47332 -5.58677 5.25477
H 1.75497 -0.04921 -0.02456
H -5.38230 -0.48343 1.19466
H -2.26832 4.91856 6.37629
H 5.48842 -1.13407 1.89443
H -6.14532 -1.03536 3.15193
H -0.28714 2.69091 2.23929
H 2.20089 2.44816 -0.49814
H 1.11400 -8.17197 -0.83371
H 3.16598 0.40341 1.09991
H -2.39654 -5.48356 3.47051
H -2.55671 5.87625 -4.64137
H 9.53921 1.34736 1.58967
H 3.27406 -1.02427 0.02950
H -6.19298 -2.83412 -6.11393
H -0.09575 -7.22057 0.07785
H -1.35341 -4.25630 -0.88350
H 1.00774 3.63583 -1.86710
H -0.44893 -7.76430 -1.57868
H 0.19539 7.08294 2.00241
H -2.71955 -3.43686 4.46678
H 5.79080 3.81814 -0.64254
H 3.46838 0.19326 -2.02281
H -1.17707 -0.77301 2.30752
H -1.97518 6.66616 6.13940
H -1.01211 5.11390 -4.19430
H 0.29035 2.90350 -3.41496
H 1.05368 -2.82283 -2.22088
H -3.97859 -2.83948 -5.47321
H 8.41686 0.12438 -0.00762
H 5.37479 -3.84954 1.09045
H -1.59571 -1.67198 -5.45619
H -0.06520 5.50802 6.70187
H -2.94147 0.15097 3.68493
H -2.61892 -3.02279 -1.20670
H -1.06061 -3.79148 -4.73567
H -7.80073 -2.33561 4.07088
H 4.57435 1.12319 -0.84688
H 5.99023 -3.25133 2.64858
H -2.10704 5.58334 4.73422
H -0.18892 -3.32181 -6.22628
H 0.23564 4.89539 3.53110
H 5.61446 4.58220 0.95539
H -1.48142 -2.25828 1.35017
H 9.96225 0.79696 -0.60635
H -6.43979 -4.15321 -4.94563
H -1.63928 -3.67532 -2.57054
H 3.50179 2.95738 -1.65845
H -0.43455 6.81098 -0.42030
H -2.55995 4.40650 -3.63799
H -5.97602 -2.53766 -4.36226
H 1.56549 -5.91425 -0.83500
H -0.89926 -5.61152 4.42499
H -6.58952 -3.28744 3.16086
H -1.61839 -4.37686 -6.31919
H -8.15726 -2.89066 2.41855
H 6.83650 -2.83636 1.12808
H -1.51103 5.65240 -2.01432

Here are the Mulliken charges for atoms 1 to 5, given in e: 0.9512, -0.4662, -0.5380, -0.4306, -0.3770

=====

This record from OMol25 describes C40H40IrN5OP2S as an isolated structure in a non-equilibrium geometry. The level of theory is ωB97M-V with the def2-TZVPD basis set.

Calculated values
Gap between HOMO and LUMO = 6.251 eV
E = -3082.0617 a.u.
Net charge = +2
Relative energy (zero: lowest compared OMol25 entry of this formula, charge and spin) = 62.4 kcal/mol
LUMO level = -6.4 eV
E_HOMO = -12.643 eV

Positions of all 90 atoms, in Å:
Ir -1.55884 -0.02645 -0.68682
S 5.06207 1.01133 0.69814
P 0.61302 -0.05877 -0.43426
P -0.42346 -0.37241 2.02173
O -1.13547 -0.16599 -2.53911
N -4.12699 2.94376 -2.35875
N -2.57220 1.83461 -1.30856
N -2.18416 -2.02178 -0.75637
N 0.79263 0.45705 1.12771
N -2.85234 -3.91760 -1.57451
C -1.86547 0.70356 1.75571
C 1.40344 -4.00895 -1.19261
C -2.60164 -2.48646 -5.62587
C -2.34894 -2.92488 0.29849
C -1.85083 -1.32164 -5.85177
C -3.20645 3.88394 -1.94395
C -4.30296 0.75328 1.53164
C 1.58437 3.09325 -2.78154
C -3.06829 2.80860 1.78485
C 0.93714 0.02852 6.37585
C -2.83393 -2.89429 -4.33925
C -3.70691 1.73265 -1.97312
C 1.04672 -1.02574 4.21968
C -1.38124 -0.58120 -4.79573
C 2.56161 -1.87675 0.16757
C 2.92498 2.84605 -3.05904
C -2.24668 3.18829 -1.29159
C 2.85261 1.18340 2.42491
C -2.33823 -2.16141 -3.24259
C 2.81651 0.78220 -1.83286
C -2.46788 -2.67123 -1.89032
C 5.96735 -0.12671 1.77019
C -1.88227 2.12430 1.81855
C 3.53677 1.69239 -2.59228
C -0.04041 0.89644 5.90951
C 0.80851 -2.75642 -1.23452
C 1.48136 -0.93440 5.53131
C 0.86519 2.19579 -2.01259
C -4.28768 2.12133 1.63781
C 1.61191 1.59316 1.61364
C -1.63457 -0.98362 -3.48066
C 4.12706 1.89508 1.96777
C 1.48336 1.04677 -1.51619
C 1.37177 -1.68527 -0.54756
C 3.14684 -3.13150 0.21046
C -2.78206 -4.09528 -0.20107
C -3.09166 0.04077 1.60085
C -0.47404 0.80982 4.59156
C 2.56105 -4.20226 -0.45529
C 0.07896 -0.13964 3.73729
H -1.24694 1.48568 4.24285
H 1.89661 2.19590 0.75229
H -0.17922 2.36922 -1.82429
H -1.35997 3.56160 -0.81102
H -5.21796 2.67704 1.62093
H 0.96575 -4.83402 -1.74100
H -0.81265 0.32939 -4.94114
H 1.46091 -1.78602 3.56290
H 3.49282 3.55185 -3.65347
H 3.90191 2.87800 1.54926
H 2.98332 0.10183 2.37860
H -3.12041 -1.03703 1.64274
H 5.29457 -0.65399 2.44934
H -5.23935 0.21805 1.43347
H 1.10308 3.97959 -3.17597
H 4.57694 1.49412 -2.81874
H 3.01600 -5.18440 -0.40750
H 4.79422 2.06738 2.81240
H 6.72600 0.40281 2.34380
H -2.10912 -2.67493 1.31619
H -3.03000 -5.03101 0.27449
H -4.96574 3.12628 -2.88406
H -0.46851 1.63928 6.57105
H -2.99043 -3.05854 -6.45717
H 3.04784 -1.04635 0.67408
H -0.95607 2.67061 1.94234
H 2.67201 1.41418 3.47767
H -0.07503 -2.61063 -1.82825
H 6.45665 -0.85939 1.13101
H 1.26865 0.09223 7.40510
H 0.97838 2.21904 2.23852
H -1.64675 -0.99942 -6.86520
H -3.07170 3.88785 1.88034
H 3.29760 -0.12393 -1.49356
H -4.24489 0.81755 -2.18087
H 2.23109 -1.62300 5.90232
H -3.42334 -3.78991 -4.17428
H -3.32175 4.93593 -2.14776
H 4.06556 -3.27454 0.76610
H -3.11969 -4.62401 -2.23999

Here are the Mulliken charges for atoms 1 to 5, given in e: 1.0650, 0.0546, 2.3502, 0.2018, 0.1803